Below is a structure of composition C10H23CuNO6 at a distorted geometry, with properties calculated with wB97M-V/def2-TZVPD.

XYZ file:
```
41
Properties=species:S:1:pos:R:3:forces:R:3:mulliken_charge:R:1
Cu -1.232278 0.542391 -0.304283 -0.60 0.78 -0.50 0.577
C -2.289426 2.652506 -3.262598 -4.57 -5.46 -1.18 0.632
O -2.724754 2.933495 -2.167406 0.30 4.80 9.51 -0.586
O -3.186145 2.872602 -4.073808 -2.86 5.47 -6.64 -0.742
O -1.900990 1.502213 -3.358301 7.71 -5.75 -0.77 -0.701
C 0.466667 -3.039047 0.953379 0.81 0.86 0.26 -0.853
O -0.694046 -2.323461 0.732439 -2.78 0.05 -0.32 -0.190
C -1.862439 -2.840242 1.445956 2.30 0.42 -1.14 -0.553
C -3.066109 -1.960554 1.329883 -1.39 -0.53 0.88 -1.054
N -3.024206 -0.561143 1.686134 1.42 -0.10 0.00 -0.116
C -2.548302 -0.369094 3.067761 -0.85 2.49 -0.28 -0.473
C -1.685024 0.914321 3.183957 1.62 -1.04 -0.82 -0.814
O -0.494165 0.705788 2.381195 -0.60 1.66 -0.35 -0.151
C 0.572176 0.135351 3.023003 0.69 -1.93 0.18 -0.736
H 1.067623 -2.870550 0.059757 0.20 -0.56 0.04 0.227
H 0.332320 -4.085495 1.227227 -0.09 -0.17 -0.32 0.354
H 0.965931 -2.519094 1.770983 0.55 -0.38 0.34 0.274
H -1.473122 -3.044568 2.443352 -0.56 0.26 0.53 0.426
H -2.137683 -3.812525 1.037296 -0.03 -0.18 -0.18 0.420
H -3.713965 -2.420090 2.076332 -0.48 -0.66 0.30 0.403
H -3.654088 -2.085350 0.420598 0.66 0.07 -0.43 0.449
H -3.985071 -0.253693 1.638001 0.10 0.38 -0.21 0.261
H -2.026651 -1.219363 3.507106 0.00 0.05 -0.25 0.219
H -3.430222 -0.124192 3.659648 -0.14 -0.46 0.57 0.341
H -1.421323 1.083804 4.227916 0.20 -0.12 0.23 0.357
H -2.008100 1.881204 2.798114 -1.08 -0.46 -0.13 0.331
H 1.513943 0.122621 2.474330 -0.14 0.98 -0.52 0.277
H 0.384411 -0.938279 3.010346 -0.05 -0.52 0.97 0.131
H 0.781371 0.511600 4.024387 -0.21 0.08 0.16 0.341
C 3.750683 0.476026 -3.915144 0.13 -1.14 0.68 -1.336
C 3.546062 1.346370 -2.690819 -0.68 0.60 -0.72 0.430
C 3.891267 2.710596 -3.176275 0.47 2.63 1.82 -1.487
O 2.210595 1.318881 -2.245965 -0.16 -0.21 0.36 -0.546
H 3.731820 1.065743 -4.831644 0.05 -0.16 0.05 0.322
H 2.952688 -0.266212 -3.935110 0.16 -0.23 -0.18 0.412
H 4.709758 -0.022215 -3.773660 0.08 -0.19 -0.57 0.345
H 4.120273 1.091355 -1.800125 0.30 -0.31 -0.27 0.338
H 3.106621 3.208079 -3.746314 0.22 -0.72 -1.07 0.392
H 4.924946 2.826081 -3.502268 -0.19 -0.26 -0.86 0.377
H 3.875777 3.447009 -2.372826 0.07 -0.14 0.84 0.396
H 1.653177 1.407130 -3.022553 -0.63 0.10 -0.02 0.306
```
Positions in Å, forces in eV/Å.

Values from the calculation:
energy above the lowest of the compared OMol25 structures with the same formula, charge and spin	223.95	kJ/mol
net charge	-1
highest occupied orbital energy	-0.67	eV
LUMO	0.08414	Ha
calculated total energy	-69148.420	eV